(1)
{"formula": "C5H12N2", "method": "wB97M-V/def2-TZVPD", "lumo_energy_ev": -2.4, "e_tot_ev": -8353.3281, "de_lowest_ev": 6.8081, "species": ["N", "C", "C", "C", "C", "C", "N", "H", "H", "H", "H", "H", "H", "H", "H", "H", "H", "H", "H"], "positions_angstrom": [[-1.33172, 2.21118, 0.42261], [-1.20251, 0.86209, 0.21393], [-0.44687, 0.29104, 1.39564], [-0.06815, -1.24015, 1.01596], [0.89669, -1.23180, -0.02934], [0.50633, -1.34753, -1.41745], [1.10878, -0.99297, -2.48365], [-2.30530, 2.50515, 0.32912], [-2.08746, 0.26205, -0.00139], [-0.51927, 0.71173, -0.67591], [-0.97337, 0.41190, 2.33762], [0.51778, 0.81814, 1.45528], [0.17098, -1.60526, 2.01471], [-0.95994, -1.77075, 0.66274], [1.94905, -1.00182, 0.08010], [-0.50953, -1.75650, -1.55115], [1.24864, 1.95148, -0.74689], [1.92078, 1.65532, -0.67448], [2.08510, -0.73328, -2.34744]], "forces_ev_per_angstrom": [[-0.2, 0.0, 0.2], [0.0, 0.2, -0.6], [1.0, 0.4, -0.3], [-0.8, -0.3, 0.2], [0.4, 0.4, -0.9], [-1.0, -0.3, 0.1], [0.4, -0.7, -0.3], [0.0, 0.0, 0.0], [-0.4, 0.1, 0.0], [0.4, -0.5, 0.3], [-0.1, -0.2, 0.2], [-0.4, -0.1, 0.2], [0.6, -0.2, -0.2], [-0.1, 0.3, 0.2], [0.1, 0.2, 0.6], [0.1, 0.3, 0.0], [-0.1, 0.1, 0.0], [0.2, -0.1, 0.0], [-0.1, 0.3, 0.3]]}

(2)
{"formula": "CH2N2S2", "method": "wB97M-V/def2-TZVPD", "lumo_energy_ev": [0.2, -3.6], "s2": 2.0083, "e_tot_ev": -25713.0758, "spin_multiplicity": 3, "de_lowest_ev": 4.3602, "species": ["C", "N", "N", "S", "S", "H", "H"], "positions_angstrom": [[-1.44562, 0.34284, -0.19152], [-2.48696, 0.45557, 0.25426], [0.11752, -0.05586, -0.47187], [0.23786, -1.73002, 0.07102], [1.14188, 1.11891, 0.08329], [0.64966, -1.56662, 1.41814], [1.78566, 1.43518, -1.16332]], "forces_ev_per_angstrom": [[4.6, -0.9, -1.7], [-1.7, 0.2, 0.7], [-4.9, 2.5, -0.2], [0.5, -3.4, 2.1], [2.4, 1.9, -1.0], [-0.1, 0.2, -1.5], [-0.8, -0.5, 1.7]]}

(3)
{"formula": "C24H72AgF2N9O16S2", "method": "wB97M-V/def2-TZVPD", "lumo_energy_ev": [-4.8, -8.9], "s2": 0.7547, "e_tot_ev": -103319.4053, "spin_multiplicity": 2, "total_charge": 1, "species": ["Ag", "N", "S", "O", "O", "F", "S", "O", "O", "F", "C", "C", "O", "H", "H", "H", "H", "H", "H", "C", "C", "O", "H", "H", "H", "H", "H", "H", "C", "C", "O", "H", "H", "H", "H", "H", "H", "C", "C", "O", "H", "H", "H", "H", "H", "H", "C", "O", "N", "N", "H", "H", "H", "H", "C", "O", "N", "N", "H", "H", "H", "H", "C", "O", "N", "N", "H", "H", "H", "H", "C", "O", "N", "N", "H", "H", "H", "H", "C", "C", "C", "O", "H", "H", "H", "H", "H", "H", "H", "H", "C", "C", "C", "O", "H", "H", "H", "H", "H", "H", "H", "H", "C", "C", "C", "O", "H", "H", "H", "H", "H", "H", "H", "H", "C", "C", "C", "O", "H", "H", "H", "H", "H", "H", "H", "H"], "positions_angstrom": [[2.29840, 2.03961, -1.01776], [0.91188, 0.76377, -0.06686], [1.09935, -0.65389, 0.46386], [0.58891, -1.73616, -0.36071], [1.22835, -0.78183, 1.89467], [2.62648, -0.77627, -0.02286], [-0.77409, 0.69208, 0.17489], [-1.19381, 0.95568, 1.51893], [-1.61983, -0.07532, -0.73563], [-0.91656, 2.21161, -0.34717], [-1.78685, -4.49410, -1.04126], [-2.40386, -3.73139, 0.14475], [-3.43159, -4.49306, 0.83097], [-1.24312, -5.39095, -0.74439], [-1.03202, -3.80409, -1.41836], [-2.57458, -4.60669, -1.78618], [-2.88271, -2.87090, -0.32254], [-1.64630, -3.48226, 0.88780], [-3.70628, -4.01146, 1.61469], [-5.63191, 0.07318, -1.16450], [-4.72282, -0.95226, -1.87682], [-3.58956, -0.30284, -2.47226], [-5.04547, 0.48798, -0.34466], [-6.52196, -0.36645, -0.71436], [-5.92149, 0.86272, -1.85795], [-5.26823, -1.54775, -2.60896], [-4.38065, -1.66877, -1.13008], [-2.94385, -0.18803, -1.77120], [-0.59083, -1.98429, -3.39679], [-1.23347, -1.76824, -4.79122], [-1.88541, -0.59299, -4.85014], [-1.41265, -1.85759, -2.69205], [0.20099, -1.27157, -3.16627], [-0.17211, -2.98318, -3.51922], [-1.92638, -2.55866, -5.07968], [-0.37819, -1.73911, -5.46631], [-2.48083, -0.67099, -4.10114], [2.93445, -3.67699, -1.37912], [3.51714, -4.85726, -2.14068], [4.90498, -4.73466, -2.26291], [3.35678, -2.70860, -1.64736], [3.09177, -3.86462, -0.31698], [1.86666, -3.60015, -1.58410], [3.00523, -4.85436, -3.10298], [3.14440, -5.79206, -1.72197], [5.04499, -4.23775, -3.07228], [-0.06787, 2.93817, -3.22021], [0.73600, 2.93024, -2.32607], [-1.02540, 2.00155, -3.30256], [-0.12601, 3.75100, -4.24834], [-1.66360, 1.93862, -4.08284], [-1.14263, 1.38372, -2.51222], [0.63613, 4.36210, -4.50484], [-0.96807, 3.71469, -4.80486], [6.83845, -1.54836, -0.82617], [7.62836, -0.66136, -1.11998], [5.63059, -1.44248, -0.36899], [7.03054, -2.81150, -1.13994], [5.13616, -2.32315, -0.37702], [5.17050, -0.55487, -0.22560], [7.93477, -2.81549, -1.58988], [6.44693, -3.55318, -0.78021], [3.12786, -0.02503, -3.30961], [2.31520, 0.31171, -2.46976], [2.79207, -0.38539, -4.54912], [4.42102, -0.03891, -3.16766], [1.83071, -0.44032, -4.85387], [3.50652, -0.80136, -5.12931], [4.99590, -0.17690, -3.98654], [4.86878, 0.21235, -2.29790], [5.70446, 1.45651, 2.79969], [6.13372, 1.31710, 3.89938], [6.12396, 2.13595, 1.76389], [4.57304, 0.88830, 2.40742], [5.58023, 2.04762, 0.91734], [6.83627, 2.84900, 1.82924], [4.04996, 0.32955, 3.06643], [4.10000, 1.01668, 1.52432], [0.14378, -1.36084, 4.79909], [1.44273, -0.64826, 5.23036], [1.36175, 0.84363, 5.03553], [1.57072, -0.94631, 6.67137], [0.37912, -2.41867, 4.68199], [-0.21975, -0.91418, 3.87364], [-0.68159, -1.22580, 5.49811], [2.38911, -0.91652, 4.76078], [2.19672, 1.41128, 5.44626], [0.42893, 1.18542, 5.48402], [1.23376, 1.00963, 3.96588], [2.40206, -0.52661, 6.90449], [2.74835, 4.02722, 2.68231], [1.62365, 3.69310, 1.70737], [0.32065, 4.41836, 1.76733], [2.21340, 3.93217, 0.41697], [2.37420, 4.06909, 3.70523], [3.19686, 4.98728, 2.42695], [3.65061, 3.41602, 2.70370], [1.41917, 2.62442, 1.64255], [0.34837, 5.31729, 1.15150], [0.04041, 4.73885, 2.77075], [-0.45339, 3.89768, 1.20354], [2.45699, 4.86007, 0.45247], [-3.73091, -0.95200, 2.78135], [-4.97620, -1.78415, 2.75907], [-5.89357, -1.77118, 1.57068], [-4.56544, -3.09389, 2.86318], [-3.58739, -0.62646, 3.81165], [-3.88447, -0.03188, 2.21753], [-2.80479, -1.51035, 2.64484], [-5.51582, -1.69254, 3.70168], [-6.89136, -2.17496, 1.74236], [-5.45528, -2.24791, 0.69391], [-6.00541, -0.70499, 1.37363], [-4.24216, -3.29451, 3.74456], [-5.69736, 4.13691, -0.61965], [-4.77109, 3.88877, 0.57424], [-3.36812, 3.37366, 0.19315], [-4.55479, 5.13036, 1.20475], [-6.05044, 3.23467, -1.11904], [-5.29682, 4.74409, -1.43144], [-6.55527, 4.72751, -0.29829], [-5.22038, 3.16575, 1.25504], [-3.44042, 2.45104, -0.38273], [-2.67176, 3.21077, 1.01574], [-2.91852, 4.25529, -0.26366], [-4.14706, 5.68543, 0.53597]], "forces_ev_per_angstrom": [[-0.2, 0.3, -0.9], [-3.9, 0.7, 0.4], [5.7, -7.6, 1.0], [-0.9, 1.7, 1.6], [-0.8, 0.4, -1.5], [0.9, 0.6, 0.4], [-4.1, 5.6, -1.0], [0.9, -1.9, -0.4], [2.6, 1.0, 1.7], [0.2, -0.9, -0.7], [0.0, 0.9, 1.0], [-0.8, -1.3, 0.3], [1.0, -0.3, -1.4], [-0.5, -0.3, -0.1], [0.0, 0.0, -0.3], [0.3, -0.6, -0.1], [0.2, 0.6, 0.4], [0.2, 0.4, -0.2], [-0.2, 0.3, 0.3], [0.6, -0.3, -0.4], [-0.6, 0.2, 0.7], [-0.5, -0.3, -0.5], [0.0, 0.3, 0.0], [0.0, -0.1, -0.3], [0.0, 0.0, 0.0], [0.2, 0.3, -0.3], [0.1, -0.1, 0.0], [-0.1, 0.0, 0.0], [-0.9, -0.3, -1.5], [2.3, -1.3, 0.5], [-1.1, 2.4, -0.2], [0.4, -0.6, 0.5], [-0.1, 0.1, -0.1], [0.0, -0.2, 1.0], [0.3, -0.6, 0.1], [-0.2, -0.2, -0.7], [-0.9, 0.8, 0.3], [-0.3, -0.5, 0.4], [-1.8, 0.9, -0.5], [0.5, -0.5, 0.0], [0.3, -0.1, -0.2], [-0.1, 0.4, 0.2], [-0.1, -0.1, 0.3], [0.4, 0.0, -0.6], [0.8, -0.1, 0.4], [0.4, 0.0, 0.0], [-2.4, -2.0, -1.6], [2.7, 0.9, 2.0], [-0.6, -0.8, 0.8], [0.4, 2.1, -1.6], [0.1, -0.3, 0.3], [-0.2, 0.0, -0.4], [-0.3, 0.0, 0.2], [0.5, 0.3, -0.2], [1.4, 1.0, -1.5], [-0.1, 0.7, 0.2], [-4.0, 1.4, 1.9], [2.4, -1.5, -1.0], [-0.8, 0.9, 0.3], [0.2, -0.5, 0.4], [0.0, -1.6, 0.1], [0.8, -0.3, -0.5], [1.1, -0.5, -2.8], [-2.4, 1.6, 2.6], [-1.2, -0.5, -0.9], [2.7, 0.4, 1.2], [0.1, 0.0, 0.2], [-0.5, 0.0, 0.0], [0.2, 0.1, 0.5], [0.1, -0.3, -0.2], [-1.0, -0.5, 0.2], [1.4, 0.3, 1.8], [2.6, 2.9, -2.6], [-4.2, -2.9, 0.1], [0.7, 0.4, 0.2], [0.0, -0.4, -0.1], [0.2, 0.0, 0.0], [0.3, 0.1, 0.4], [1.0, 0.3, -0.5], [-0.6, 0.3, 2.0], [-1.1, 0.2, -0.2], [0.1, 0.3, -1.4], [-0.4, 0.0, -0.1], [0.2, -0.3, -0.2], [0.4, 0.0, 0.5], [-0.3, -1.0, -0.4], [0.1, -0.1, -0.1], [0.0, 0.3, 0.2], [0.3, 0.3, -0.2], [0.1, -0.1, 0.5], [-0.3, 0.4, 0.8], [1.1, -1.2, 0.1], [-0.5, 1.0, -0.3], [0.2, -0.9, -1.4], [0.0, 0.1, 0.0], [-0.5, 0.6, 0.1], [-0.5, -0.8, -0.4], [0.1, -0.1, 0.7], [0.5, 0.5, 0.2], [-0.3, -0.4, -0.1], [-0.1, -0.4, 0.7], [0.3, 0.3, -0.8], [-0.1, 1.5, 0.9], [-0.5, -1.0, 0.9], [0.0, 1.6, -0.1], [0.9, -3.4, 0.2], [-0.1, 0.3, 0.2], [0.7, 0.0, -0.3], [-0.2, 0.0, -1.1], [-0.6, 1.2, -0.2], [0.2, -0.2, 0.3], [0.1, -0.1, 0.1], [-0.4, 0.0, -0.4], [0.0, 0.0, 0.1], [-0.4, -0.2, -0.3], [0.9, -0.2, -0.8], [-0.7, 0.3, 0.2], [-0.4, 0.2, 1.0], [-0.1, -0.2, 0.3], [0.8, 0.1, 0.1], [-0.2, -0.3, 0.3], [-0.3, 0.4, 0.3], [0.3, 0.3, -0.5], [-0.7, -0.2, 0.5], [0.3, -0.4, -1.1], [0.0, 0.3, 0.0]]}

(4)
{"formula": "C11H28CoO5", "method": "wB97M-V/def2-TZVPD", "lumo_energy_ev": [7.7, 7.7], "s2": 6.0066, "e_tot_ev": -59714.3272, "spin_multiplicity": 5, "total_charge": -3, "species": ["Co", "C", "C", "O", "H", "H", "H", "H", "H", "C", "C", "O", "H", "H", "H", "H", "H", "C", "C", "O", "H", "H", "H", "H", "H", "C", "C", "O", "H", "H", "H", "H", "H", "C", "C", "C", "O", "H", "H", "H", "H", "H", "H", "H", "H"], "positions_angstrom": [[0.17543, 0.42502, -0.18991], [0.70035, -2.48160, 2.92262], [-0.29063, -1.39196, 2.46302], [0.27295, -0.46314, 1.67427], [0.71286, -2.84912, 3.94871], [1.68018, -2.08745, 2.65302], [0.47606, -3.30288, 2.24196], [-0.54320, -0.81303, 3.35136], [-1.15962, -1.94382, 2.10470], [-2.38206, -2.46491, -1.24633], [-1.95306, -1.20740, -1.83798], [-0.62884, -0.75841, -1.83622], [-3.45622, -2.58486, -1.10530], [-1.91521, -2.68613, -0.28653], [-1.93787, -3.21886, -1.89622], [-2.46738, -0.49262, -1.19559], [-2.49747, -1.28067, -2.77944], [2.65533, 2.57061, 0.95633], [2.24282, 2.54358, -0.44799], [2.00562, 1.26919, -0.95675], [2.70273, 3.60571, 1.29460], [3.50680, 1.94632, 1.22720], [1.91090, 2.04082, 1.55067], [2.86968, 3.05057, -1.18154], [1.30287, 3.09337, -0.49604], [2.38347, -3.86201, -0.70941], [2.73955, -2.32852, -0.80223], [2.46315, -1.84973, -2.09977], [2.93964, -4.58914, -1.30107], [1.34488, -4.03606, -0.99070], [2.25828, -4.05731, 0.35562], [3.78521, -2.36677, -0.49690], [2.21026, -1.69912, -0.08682], [-1.69476, 2.50298, -1.71987], [-1.48468, 3.02076, -0.25461], [-2.81977, 3.33504, 0.28737], [-1.03686, 1.94035, 0.55344], [-2.52195, 1.79387, -1.68786], [-0.84982, 2.03804, -2.22782], [-2.04592, 3.33060, -2.33617], [-0.86500, 3.91511, -0.18950], [-3.27837, 4.14236, -0.28362], [-2.68826, 3.70180, 1.30535], [-3.48691, 2.47309, 0.29600], [-1.33496, 2.07640, 1.45578]], "forces_ev_per_angstrom": [[1.4, -1.8, -1.1], [0.3, -0.2, -1.4], [0.5, 0.5, 1.8], [0.4, 0.9, -2.3], [-0.4, 0.2, 0.2], [0.2, -0.2, 0.1], [0.6, -0.5, 0.1], [-1.0, -0.2, 0.9], [-0.6, 0.2, -0.4], [1.6, -3.0, 1.1], [0.4, 3.4, 1.2], [-0.6, -0.4, 0.6], [-0.2, 0.1, -0.4], [0.1, 0.3, 0.4], [-0.4, -0.8, -0.1], [-1.1, 0.8, -0.2], [0.3, 0.9, -1.2], [0.2, -0.4, 1.7], [-1.4, -1.5, -2.2], [-1.4, -0.3, 1.1], [0.4, 0.1, 0.4], [0.7, 0.4, -0.4], [-0.6, 0.3, 0.0], [0.9, 0.5, 0.2], [-0.4, 0.8, 0.1], [-1.8, 0.9, 1.0], [-1.0, -0.5, -3.9], [1.3, -1.0, 1.6], [0.7, 0.3, 0.2], [-0.3, 0.4, -0.7], [0.9, -0.8, 0.6], [1.2, 0.5, 0.2], [-0.3, -0.4, 0.8], [0.1, 0.4, 0.7], [-1.0, -1.0, -1.7], [-0.8, 1.2, 0.5], [0.9, -0.2, -0.6], [0.1, -0.2, 0.0], [0.2, -0.1, 0.4], [0.0, 0.3, 0.0], [0.5, -0.3, 0.0], [-0.3, 0.2, 0.1], [-0.4, 0.1, 0.3], [0.1, 0.0, -0.1], [0.2, -0.2, 0.3]]}

(5)
{"formula": "C5H15N2O", "method": "wB97M-V/def2-TZVPD", "lumo_energy_ev": -3.3, "e_tot_ev": -10449.1172, "total_charge": 1, "de_lowest_ev": 1.4437, "species": ["C", "C", "C", "C", "C", "N", "N", "H", "H", "H", "H", "H", "H", "H", "H", "H", "H", "H", "H", "H", "H", "H", "O"], "positions_angstrom": [[-0.17837, 1.35884, -2.44670], [-0.76381, 0.02917, -2.06682], [-1.73918, 0.00650, -0.86800], [-1.00449, -0.43835, 0.39901], [-0.10779, 0.40035, 0.91687], [0.63273, 0.14379, 2.15710], [-1.43462, -1.64615, 0.95933], [-0.95523, 2.10082, -2.65105], [0.48039, 1.29387, -3.30928], [0.49849, 1.71470, -1.65063], [-1.33682, -0.32660, -2.93736], [0.02634, -0.71594, -1.93642], [-2.57041, -0.67249, -1.03668], [-2.18330, 0.99775, -0.72793], [-0.15335, 1.40445, 0.53189], [0.58561, -0.84222, 2.43178], [1.61185, 0.42413, 2.05049], [0.19630, 0.65334, 2.93111], [-0.70353, -2.31076, 1.08272], [-2.30603, -1.98139, 0.59262], [3.93662, -0.17878, -0.04832], [4.01169, 0.50252, 1.37638], [3.44342, 0.08107, 0.75793]], "forces_ev_per_angstrom": [[0.7, 0.6, 0.7], [-0.9, -1.0, -1.0], [0.6, 0.3, 0.6], [-1.4, 0.0, -0.1], [-0.6, -0.1, -0.4], [-0.5, 0.1, 0.1], [0.9, 1.2, 0.0], [0.2, 0.0, 0.1], [-0.2, -0.2, -0.2], [-0.4, 0.2, -0.1], [0.1, 0.0, 0.2], [-0.1, 0.0, 0.1], [0.0, -0.1, -0.1], [0.1, -0.1, 0.0], [0.9, 0.2, 0.2], [0.2, 0.1, -0.2], [0.1, -0.2, -0.1], [0.2, 0.1, 0.0], [0.0, -0.8, 0.2], [0.1, -0.4, -0.2], [-0.2, 0.4, 1.0], [1.3, 0.4, 0.4], [-1.1, -0.8, -1.1]]}

(6)
{"formula": "C3H5Cl", "method": "wB97M-V/def2-TZVPD", "lumo_energy_ev": 1.2, "e_tot_ev": -15713.1197, "smiles": "C/C=C/Cl", "de_lowest_ev": 0.7264, "species": ["C", "C", "C", "Cl", "H", "H", "H", "H", "H"], "positions_angstrom": [[-0.80848, -0.44007, -0.04449], [-1.90385, 0.43258, -0.14714], [0.65430, -0.11053, 0.08190], [-3.53134, -0.07150, 0.04375], [-1.19776, -1.41914, 0.08915], [-1.64045, 1.53772, -0.19120], [1.19073, -0.81623, -0.49443], [0.75187, 0.94638, -0.28439], [0.83727, 0.01202, 1.05203]], "forces_ev_per_angstrom": [[-4.0, 2.3, 0.0], [4.8, -0.1, 0.5], [-3.0, 2.1, -4.0], [0.0, 0.1, -0.2], [0.4, -1.2, 0.1], [-1.1, -1.4, -0.1], [1.1, -0.5, -0.2], [0.3, -1.0, -0.2], [1.4, -0.4, 4.1]]}